{"formula": "C6H10O", "method": "ωB97M-V/def2-TZVPD", "symbols": ["C", "C", "C", "C", "O", "C", "C", "H", "H", "H", "H", "H", "H", "H", "H", "H", "H"], "positions_angstrom": [[-0.426, -2.846, -0.098], [-0.818, -1.393, -0.038], [-2.120, -1.094, -0.077], [1.416, 1.720, -0.124], [1.253, 2.897, 0.713], [0.159, 0.892, -0.113], [0.229, -0.414, -0.390], [-1.278, -3.516, -0.121], [0.126, -3.064, -1.002], [0.244, -3.114, 0.723], [-2.850, -1.882, -0.185], [-2.502, -0.087, -0.177], [2.229, 1.174, 0.352], [1.709, 2.107, -1.099], [0.586, 2.639, 1.366], [-0.773, 1.446, -0.174], [1.093, -0.811, -0.917]], "nbo_charge": [-0.629, -0.029, -0.372, -0.101, -0.717, -0.225, -0.191, 0.216, 0.211, 0.216, 0.195, 0.190, 0.174, 0.185, 0.460, 0.213, 0.204], "fmax_ev_per_a": 2.44, "smiles": "C=C(C)/C=C/CO", "e_tot_ha": -309.77425, "multiplicity": 1, "gap_ev": 9.08, "homo_energy_ha": -0.315, "charge": 0}